DFT (ωB97M-V with the def2-TZVPD basis set) results for one molecule with the formula CH5NO2S in a non-equilibrium geometry.

Structure (ORCA input):
```
! wB97M-V def2-TZVPD RIJCOSX def2/J DEFGRID3
* xyz 0 1
C -1.37474 -0.24099 0.04099
N 0.82599 0.67544 -0.80105
O 0.97065 -1.43702 0.65106
O 1.46283 0.97057 0.42468
S 0.16461 -0.87843 -0.65615
H -1.84885 -0.85517 0.72134
H -2.09079 0.20966 -0.65651
H -1.26828 0.51214 0.79405
H 1.56667 0.80220 -1.57186
H 1.59192 0.24160 1.05343
*
```

Properties
Energy relative to the best compared isomer or geometry (same formula, charge and spin): 4.3248 eV
Gap between HOMO and LUMO: 0.373 Eh
HOMO: -9.590 eV
Maximum force: 4.8 eV/Å